1.
9
Properties=species:S:1:pos:R:3:mulliken_charge:R:1 method="wB97M-V/def2-TZVPD" homo_energy_ha="-0.319 / -0.295" energy_ev=-29170.98538 lumo_ev="-1.0 / -0.2" largest_force_ev_per_a=4.62 homo_lumo_gap_ha="0.2831 / 0.2870" e_above_lowest_ev=3.632
C -0.270 0.568 -1.562 -0.903
C -0.083 -0.327 1.112 -0.413
S 1.178 -1.481 1.267 -0.107
I -1.926 -1.384 1.435 0.075
I -0.134 1.467 2.022 0.230
H -0.004 -0.428 -1.660 0.386
H -1.355 1.008 -1.857 0.241
H 0.450 1.286 -1.389 0.345
H 2.145 -0.709 0.632 0.146

---

2.
39
Properties=species:S:1:pos:R:3:mulliken_charge:R:1 method="wB97M-V/def2-TZVPD" homo_energy_ha=-0.296 energy_ev=-22344.52325 lumo_ev=-0.1 largest_force_ev_per_a=2.41 homo_lumo_gap_ha=0.2934
Na 1.266 0.565 14.386 0.934
C -0.391 -0.269 18.143 -1.437
C -0.326 0.964 17.321 0.353
C 0.989 1.656 17.655 -1.158
O -0.379 0.741 15.986 -0.825
H -0.429 -0.014 19.235 0.386
H 0.358 -0.995 17.832 0.309
H -1.300 -0.843 17.834 0.319
H -1.214 1.620 17.680 0.130
H 1.124 1.870 18.711 0.439
H 1.002 2.506 17.006 0.161
H 1.828 0.980 17.456 0.242
C 0.422 3.773 13.914 -0.651
C -1.043 3.189 14.077 -0.217
O -1.058 1.819 13.668 -0.544
H 1.048 3.685 14.820 0.133
H 0.371 4.787 13.543 0.383
H 0.955 3.135 13.137 0.006
H -1.685 3.818 13.484 0.394
H -1.319 3.254 15.125 0.197
H -0.940 1.368 14.534 0.470
C 3.465 0.122 10.691 -1.208
C 2.010 0.450 10.697 -0.150
O 1.447 0.070 11.981 -0.473
H 3.880 0.395 9.719 0.372
H 3.626 -0.919 10.837 0.316
H 4.005 0.715 11.455 0.271
H 1.498 -0.138 9.941 0.260
H 1.802 1.507 10.458 0.334
H 0.608 0.489 11.989 0.234
C -0.900 -2.471 11.922 -0.976
C -1.386 -1.888 13.206 -0.136
O -0.407 -1.329 13.989 -0.395
H -0.045 -3.092 12.200 0.249
H -0.536 -1.819 11.122 0.189
H -1.704 -3.123 11.496 0.344
H -1.855 -2.750 13.777 0.246
H -2.137 -1.099 13.115 0.314
H -0.835 -0.845 14.693 0.188

---

3.
23
Properties=species:S:1:pos:R:3:mulliken_charge:R:1 method="wB97M-V/def2-TZVPD" homo_energy_ha=-0.619 charge=+2 energy_ev=-16445.09278 lumo_ev=-8.3 largest_force_ev_per_a=3.40 homo_lumo_gap_ha=0.3134 e_above_lowest_ev=1.826
C -3.089 0.439 0.576 -0.525
C -2.250 1.503 0.326 -0.444
C -2.653 -0.840 0.345 -0.560
C -0.953 1.367 -0.084 -0.277
C -1.296 -1.047 -0.096 0.433
C -0.420 0.055 -0.305 -0.042
C -0.521 -2.209 -0.412 -0.455
C 2.519 0.855 0.929 0.511
N 0.664 -1.774 -0.847 -0.366
N 3.566 0.368 0.383 -0.307
N 1.637 1.366 1.472 -0.141
N 0.782 -0.425 -0.726 0.513
O 1.676 0.198 -1.664 -0.431
H -4.181 0.406 0.883 0.340
H -2.469 2.501 0.553 0.445
H -3.311 -1.619 0.611 0.470
H -0.357 2.346 -0.068 0.582
H -0.667 -3.236 -0.457 0.548
H 3.700 0.088 -0.574 0.256
H 4.318 0.127 0.984 0.275
H 0.569 1.461 1.782 0.494
H 1.557 -2.349 -1.075 0.291
H 1.178 0.421 -2.537 0.389

---

4.
70
Properties=species:S:1:pos:R:3:mulliken_spin:R:1 method="wB97M-V/def2-TZVPD" homo_energy_ha="-0.151 / -0.161" charge=-1 energy_ev=-221541.64994 spin_multiplicity=3 lumo_ev="2.5 / 2.5" largest_force_ev_per_a=0.68 homo_lumo_gap_ha="0.2441 / 0.2537" e_above_lowest_ev=0.044
Ni -0.103 1.650 -0.828 1.650
C 3.577 -3.584 -1.578 0.001
C 2.070 -3.573 -1.361 -0.001
N 1.413 -2.471 -2.059 0.000
C 1.058 -2.747 -3.441 0.004
C -0.102 -3.719 -3.596 0.000
C 1.381 -1.235 -1.495 -0.008
S 0.603 0.043 -2.371 0.044
N 2.012 -1.154 -0.324 0.005
C 1.938 -0.135 0.537 0.001
O 1.120 0.796 0.604 0.038
C 2.993 -0.170 1.606 0.009
C 3.796 -1.290 1.801 -0.001
C 4.760 -1.292 2.795 0.000
C 4.933 -0.171 3.595 0.000
C 4.136 0.948 3.402 0.000
C 3.166 0.949 2.414 -0.002
H 4.038 -4.413 -1.040 0.000
H 4.003 -2.654 -1.209 0.000
H 3.834 -3.689 -2.632 0.000
H 1.844 -3.492 -0.300 0.000
H 1.614 -4.495 -1.724 0.000
H 1.952 -3.143 -3.938 -0.001
H 0.819 -1.800 -3.920 0.001
H 0.134 -4.717 -3.229 0.000
H -0.358 -3.817 -4.652 0.000
H -0.978 -3.359 -3.067 0.000
H 3.644 -2.150 1.167 0.000
H 5.376 -2.169 2.947 0.000
H 5.690 -0.171 4.370 0.000
H 4.269 1.824 4.024 0.000
H 2.537 1.815 2.249 -0.001
Cl 1.335 4.080 1.745 0.003
C 0.529 4.636 0.296 -0.007
C 0.104 3.698 -0.631 0.079
C -0.492 4.234 -1.757 -0.023
Cl -1.037 3.021 -2.923 0.032
C -0.701 5.578 -2.005 0.006
Cl -1.461 6.131 -3.449 0.002
C -0.265 6.480 -1.032 -0.003
Cl -0.488 8.173 -1.275 0.000
C 0.353 6.006 0.125 0.004
Cl 0.891 7.138 1.316 0.001
C -3.629 0.440 3.247 0.011
Si -2.004 0.470 2.266 -0.011
C -1.376 -1.319 2.238 0.004
C -0.786 1.484 3.284 0.004
As -2.366 1.525 0.220 0.134
Si -3.378 -0.202 -0.954 0.008
C -3.591 0.374 -2.741 0.002
C -2.445 -1.858 -1.037 0.005
C -5.098 -0.603 -0.280 0.016
H -3.484 -0.066 4.204 0.001
H -4.429 -0.070 2.711 0.001
H -3.965 1.457 3.446 -0.001
H -1.122 -1.609 3.261 0.000
H -0.487 -1.439 1.622 -0.002
H -2.133 -2.015 1.871 -0.001
H -0.723 1.076 4.296 0.000
H -1.090 2.529 3.351 0.000
H 0.199 1.455 2.831 -0.001
H -2.633 0.389 -3.255 0.000
H -4.022 1.373 -2.802 0.000
H -4.246 -0.319 -3.274 0.000
H -1.528 -1.865 -0.449 -0.001
H -2.165 -2.044 -2.071 -0.003
H -3.077 -2.681 -0.698 0.001
H -5.705 0.296 -0.179 -0.001
H -5.045 -1.081 0.696 0.000
H -5.609 -1.290 -0.956 -0.001